Entry A
{
  "formula": "C6H11NO2",
  "method": "ωB97M-V/def2-TZVPD",
  "mol_weight_g_mol": 129.16,
  "spin_multiplicity": 1,
  "gap_ev": 9.67,
  "homo_ev": -8.962,
  "smiles": "C=C=C(C)C.NC(=O)O",
  "elements": ["C", "C", "C", "C", "C", "H", "H", "H", "H", "H", "H", "H", "H", "N", "C", "O", "O", "H", "H", "H"],
  "xyz": [[-0.82, -2.18, -0.04], [-0.69, -0.90, 0.12], [-1.01, 0.38, 0.26], [-1.31, 1.26, -0.91], [-1.06, 1.02, 1.62], [-1.76, -2.69, 0.08], [0.06, -2.79, -0.16], [-2.35, 1.60, -0.86], [-1.18, 0.73, -1.85], [-0.66, 2.14, -0.90], [-0.73, 0.31, 2.38], [-0.42, 1.89, 1.65], [-2.09, 1.34, 1.83], [1.89, -0.49, -1.48], [1.90, -0.55, -0.11], [2.32, -1.50, 0.52], [1.95, 0.74, 0.43], [2.04, -1.35, -1.97], [1.59, 0.38, -1.90], [2.32, 0.67, 1.32]]
}


Entry B
{
  "formula": "C6H11NO2",
  "method": "ωB97M-V/def2-TZVPD",
  "mol_weight_g_mol": 129.16,
  "spin_multiplicity": 1,
  "gap_ev": 9.05,
  "homo_ev": -9.167,
  "elements": ["C", "C", "C", "C", "C", "N", "C", "O", "O", "H", "H", "H", "H", "H", "H", "H", "H", "H", "H", "H"],
  "xyz": [[0.93, 0.08, 1.16], [-1.52, -0.06, -0.18], [1.44, -0.13, -0.21], [1.57, -1.49, -0.81], [-0.17, 0.67, -0.31], [-2.27, 0.42, 0.97], [-0.12, 1.89, -0.84], [0.48, -0.90, 1.83], [-1.39, -1.45, -0.11], [-0.92, -1.63, 0.72], [1.38, 0.95, 1.68], [-2.11, 0.16, -1.08], [2.25, 0.55, -0.49], [-2.47, 1.41, 0.90], [-1.76, 0.23, 1.83], [0.68, -2.09, -0.67], [1.79, -1.40, -1.87], [2.40, -2.01, -0.33], [0.79, 2.47, -0.88], [-0.98, 2.33, -1.33]]
}


Most stable pick: entry A. Distance to second place: 1.755 eV.


Entry A
{
  "formula": "C6H11NO2",
  "method": "ωB97M-V/def2-TZVPD",
  "mol_weight_g_mol": 129.16,
  "spin_multiplicity": 1,
  "gap_ev": 8.47,
  "homo_ev": -8.194,
  "elements": ["C", "C", "O", "O", "H", "H", "H", "H", "H", "H", "C", "C", "C", "C", "N", "H", "H", "H", "H", "H"],
  "xyz": [[-2.15, -0.43, 0.51], [-1.10, 0.57, -0.92], [-3.32, 0.24, 0.46], [-2.20, -1.69, 0.18], [-1.13, -2.07, 0.06], [-3.89, -0.20, -0.19], [-1.58, -0.14, 1.39], [-1.81, 0.25, -1.68], [-0.17, 0.73, -1.47], [-1.40, 1.54, -0.53], [1.60, 1.07, 1.03], [1.80, -0.03, 0.02], [2.93, -0.24, -0.65], [0.71, -0.97, -0.13], [0.24, -2.04, -0.10], [0.79, 1.73, 0.72], [1.35, 0.65, 2.01], [2.51, 1.66, 1.13], [3.04, -1.06, -1.35], [3.79, 0.41, -0.51]]
}


Entry B
{
  "formula": "C6H11NO2",
  "method": "ωB97M-V/def2-TZVPD",
  "mol_weight_g_mol": 129.16,
  "spin_multiplicity": 1,
  "gap_ev": 9.91,
  "homo_ev": -9.016,
  "smiles": "C1OC[C@H]2COC[C@H]1N2",
  "elements": ["C", "O", "C", "C", "C", "O", "C", "C", "N", "H", "H", "H", "H", "H", "H", "H", "H", "H", "H", "H"],
  "xyz": [[-1.54, 0.89, -0.33], [-2.09, -0.37, 0.05], [-1.10, -1.38, -0.39], [0.16, -0.88, 0.18], [1.70, -1.28, 0.17], [2.09, 0.15, -0.21], [1.15, 1.26, -0.28], [-0.24, 1.11, 0.63], [-0.14, -0.05, 1.36], [-2.50, 1.51, -0.13], [-1.31, 1.16, -1.44], [-1.40, -2.17, 0.27], [-0.94, -1.70, -1.59], [0.41, -0.04, -0.67], [2.00, -1.38, 1.21], [2.11, -2.17, -0.49], [1.07, 1.63, -1.26], [2.06, 2.09, 0.05], [-0.56, 2.03, 1.11], [-0.94, -0.44, 1.74]]
}


Entry C
{
  "formula": "C6H11NO2",
  "method": "ωB97M-V/def2-TZVPD",
  "mol_weight_g_mol": 129.16,
  "spin_multiplicity": 1,
  "gap_ev": [7.51, 7.50],
  "homo_ev": [-7.088, -7.087],
  "elements": ["C", "C", "C", "C", "C", "N", "C", "O", "O", "H", "H", "H", "H", "H", "H", "H", "H", "H", "H", "H"],
  "xyz": [[-0.34, 0.73, -0.81], [0.17, 2.09, -0.41], [-0.06, -1.88, -0.84], [-1.73, 0.16, -0.05], [-0.09, -0.62, 0.00], [2.00, -1.10, 1.15], [0.89, -0.37, 0.94], [-1.94, 0.71, 1.20], [-2.69, -0.28, -0.69], [-2.11, 1.66, 1.20], [-0.23, 0.51, -1.87], [2.01, -2.07, 0.83], [2.64, -0.82, 1.87], [0.81, 0.48, 1.60], [-0.32, 2.84, -1.05], [-0.06, 2.36, 0.62], [1.26, 2.20, -0.56], [0.95, -2.14, -1.17], [-0.46, -2.71, -0.25], [-0.70, -1.78, -1.72]]
}


Most stable pick: entry C. Distance to second place: 0.825 eV.


Entry A
{
  "formula": "C6H11NO2",
  "method": "ωB97M-V/def2-TZVPD",
  "mol_weight_g_mol": 129.16,
  "spin_multiplicity": 1,
  "gap_ev": 10.58,
  "homo_ev": -9.931,
  "smiles": "[H]/N=C(\\O)C[C@]1(C)C[C@H]1O",
  "elements": ["H", "N", "C", "O", "C", "C", "C", "C", "C", "O", "H", "H", "H", "H", "H", "H", "H", "H", "H", "H"],
  "xyz": [[-0.57, 3.16, -1.72], [-0.50, 1.96, -1.99], [-0.95, 1.56, -0.91], [-1.19, 3.02, -0.19], [-1.10, 0.31, -0.10], [0.19, -0.43, 0.17], [1.19, 0.32, 1.02], [0.70, -1.38, -0.89], [0.07, -1.92, 0.36], [0.87, -2.52, 1.33], [-1.82, 2.82, 0.52], [-1.81, -0.33, -0.66], [-1.59, 0.58, 0.85], [2.11, -0.26, 1.16], [1.45, 1.27, 0.54], [0.77, 0.54, 2.01], [0.14, -1.47, -1.83], [1.78, -1.48, -0.99], [-0.93, -2.36, 0.28], [1.16, -3.38, 1.02]]
}


Entry B
{
  "formula": "C6H11NO2",
  "method": "ωB97M-V/def2-TZVPD",
  "mol_weight_g_mol": 129.16,
  "spin_multiplicity": 1,
  "gap_ev": [8.63, 8.63],
  "homo_ev": [-8.399, -8.399],
  "smiles": "CC(=O)C(C)(C)CN=O",
  "elements": ["C", "C", "O", "C", "C", "C", "C", "N", "O", "H", "H", "H", "H", "H", "H", "H", "H", "H", "H", "H"],
  "xyz": [[-1.76, -1.30, -0.86], [-1.37, -0.09, -0.04], [-2.22, 0.71, 0.29], [0.18, 0.19, 0.06], [1.06, -1.05, -0.09], [0.52, 1.28, -0.97], [0.12, 0.70, 1.49], [1.48, 1.25, 1.98], [2.54, 1.00, 1.47], [-2.84, -1.34, -0.95], [-1.44, -2.21, -0.36], [-1.33, -1.24, -1.85], [0.79, -1.82, 0.63], [0.98, -1.46, -1.10], [2.10, -0.79, 0.06], [0.29, 0.92, -1.97], [-0.06, 2.18, -0.79], [1.57, 1.55, -0.86], [-0.50, 1.59, 1.63], [-0.12, -0.06, 2.23]]
}


Most stable pick: entry B. Distance to second place: 0.210 eV.


Entry A
{
  "formula": "C6H11NO2",
  "method": "ωB97M-V/def2-TZVPD",
  "mol_weight_g_mol": 129.16,
  "spin_multiplicity": 1,
  "gap_ev": 10.97,
  "homo_ev": -10.588,
  "smiles": "C[C@@]1(CC#N)C[C@H]1O.O",
  "elements": ["C", "C", "C", "C", "N", "C", "C", "O", "H", "H", "H", "H", "H", "H", "H", "H", "H", "O", "H", "H"],
  "xyz": [[0.22, 0.26, 1.42], [-0.25, -0.49, 0.19], [0.57, -1.72, -0.18], [0.59, -2.75, 0.87], [0.73, -3.52, 1.72], [-1.73, -0.50, -0.13], [-0.79, 0.30, -0.98], [-0.69, 1.69, -0.87], [-0.40, 1.14, 1.61], [0.17, -0.39, 2.30], [1.26, 0.60, 1.30], [0.19, -2.20, -1.10], [1.61, -1.44, -0.40], [-2.17, -1.40, -0.55], [-2.38, 0.07, 0.54], [-0.59, -0.07, -1.99], [-1.47, 2.10, -1.25], [1.93, 2.71, -0.53], [1.01, 2.39, -0.65], [2.18, 3.21, -1.32]]
}


Entry B
{
  "formula": "C6H11NO2",
  "method": "ωB97M-V/def2-TZVPD",
  "mol_weight_g_mol": 129.16,
  "spin_multiplicity": 1,
  "gap_ev": 9.14,
  "homo_ev": -8.398,
  "smiles": "C=C(N)C(C)(C)C(=O)O",
  "elements": ["C", "C", "N", "C", "C", "C", "C", "O", "O", "H", "H", "H", "H", "H", "H", "H", "H", "H", "H", "H"],
  "xyz": [[1.81, 0.53, -1.02], [0.50, 0.28, -0.96], [-0.29, 0.27, -2.09], [-0.21, -0.38, 0.37], [0.52, -1.60, 0.89], [-1.71, -0.57, 0.31], [0.16, 0.90, 1.11], [0.86, 0.90, 2.11], [-0.65, 1.96, 0.81], [2.30, 0.79, -1.95], [2.42, 0.52, -0.14], [0.15, 0.62, -2.93], [-1.24, 0.59, -1.96], [1.58, -1.40, 1.03], [0.39, -2.42, 0.19], [0.12, -1.86, 1.87], [-2.21, 0.25, -0.19], [-2.11, -0.57, 1.32], [-1.95, -1.48, -0.24], [-0.44, 2.67, 1.44]]
}


Most stable pick: entry B. Distance to second place: 0.485 eV.


Entry A
{
  "formula": "C8H12N4",
  "method": "ωB97M-V/def2-TZVPD",
  "mol_weight_g_mol": 164.21,
  "spin_multiplicity": 1,
  "gap_ev": 8.94,
  "homo_ev": -8.447,
  "smiles": "Cc1c[nH]cn1.Cc1c[nH]cn1",
  "elements": ["C", "C", "C", "N", "C", "N", "H", "H", "H", "H", "H", "H", "C", "C", "C", "N", "C", "N", "H", "H", "H", "H", "H", "H"],
  "xyz": [[-2.89, 1.23, -2.08], [-2.49, 0.03, -1.29], [-1.62, 0.06, -0.23], [-1.34, -1.26, 0.03], [-2.09, -2.01, -0.82], [-2.75, -1.26, -1.65], [-3.87, 1.59, -1.75], [-2.88, 1.13, -3.16], [-2.24, 2.07, -1.82], [-1.24, 0.83, 0.41], [-0.59, -1.52, 0.65], [-2.12, -3.08, -0.71], [2.76, 2.58, 1.08], [2.38, 1.12, 1.10], [2.07, 0.28, 2.12], [1.73, -0.91, 1.52], [1.95, -0.77, 0.18], [2.25, 0.47, -0.10], [2.23, 3.21, 1.77], [2.74, 2.88, 0.03], [3.83, 2.61, 1.28], [1.96, 0.44, 3.17], [1.59, -1.77, 2.01], [1.48, -1.49, -0.48]]
}


Entry B
{
  "formula": "C8H12N4",
  "method": "ωB97M-V/def2-TZVPD",
  "mol_weight_g_mol": 164.21,
  "spin_multiplicity": 1,
  "gap_ev": 8.96,
  "homo_ev": -8.269,
  "smiles": "Cc1c[nH]cn1.Cc1c[nH]cn1",
  "elements": ["C", "C", "C", "N", "C", "N", "H", "H", "H", "H", "H", "H", "C", "C", "C", "N", "C", "N", "H", "H", "H", "H", "H", "H"],
  "xyz": [[2.18, -2.29, -3.02], [1.18, -2.19, -1.87], [-0.18, -1.86, -1.74], [-0.51, -1.82, -0.42], [0.69, -2.19, 0.22], [1.73, -2.37, -0.57], [1.85, -1.67, -3.84], [2.48, -3.36, -3.23], [3.02, -1.95, -2.53], [-0.81, -1.55, -2.48], [-1.43, -1.43, -0.10], [0.64, -2.29, 1.31], [0.37, 1.44, -0.32], [-0.55, 1.76, 0.77], [-1.43, 2.80, 0.63], [-1.90, 3.07, 1.99], [-1.31, 2.09, 2.87], [-0.42, 1.40, 2.14], [0.63, 0.46, -0.73], [1.47, 1.79, -0.10], [0.16, 1.99, -1.20], [-1.86, 3.11, -0.25], [-2.80, 3.47, 1.94], [-1.46, 2.12, 3.92]]
}


Most stable pick: entry A. Distance to second place: 1.486 eV.


Entry A
{
  "formula": "CH4N2O3",
  "method": "ωB97M-V/def2-TZVPD",
  "mol_weight_g_mol": 92.05,
  "spin_multiplicity": 1,
  "gap_ev": 9.39,
  "homo_ev": -9.559,
  "smiles": "NOC[N+](=O)[O-]",
  "elements": ["N", "O", "C", "N", "O", "O", "H", "H", "H", "H"],
  "xyz": [[1.29, -0.83, -0.57], [0.78, 0.34, -0.98], [-0.15, 0.93, 0.27], [-1.29, -0.03, 0.11], [-1.05, -1.14, 0.54], [-2.30, 0.26, -0.46], [0.68, -1.49, -0.11], [2.12, -0.75, -0.10], [0.36, 0.81, 1.14], [-0.45, 1.90, 0.16]]
}


Entry B
{
  "formula": "CH4N2O3",
  "method": "ωB97M-V/def2-TZVPD",
  "mol_weight_g_mol": 92.05,
  "spin_multiplicity": 1,
  "gap_ev": 9.85,
  "homo_ev": -9.901,
  "smiles": "NOC[N+](=O)[O-]",
  "elements": ["N", "O", "C", "N", "O", "O", "H", "H", "H", "H"],
  "xyz": [[-0.03, -0.35, -1.63], [0.94, -0.49, -0.59], [0.58, 0.54, 0.48], [-0.62, 0.11, 1.23], [-0.73, 0.61, 2.33], [-1.45, -0.66, 0.81], [-0.79, -0.79, -1.16], [0.25, -1.05, -2.41], [1.43, 0.69, 1.07], [0.40, 1.40, -0.12]]
}


Most stable pick: entry B. Distance to second place: 0.866 eV.